Entry from the Open Molecules 2025 dataset: a structure of composition C2H4N4O (wB97M-V/def2-TZVPD).

Properties
Max |F|   0.26 eV/A
HOMO   -9.49 eV
Lowest unoccupied orbital energy   0.37 eV
Energy relative to the best compared isomer or geometry (same formula, charge and spin)   253.7 kJ/mol
Multiplicity   1
Electronic energy   -10144.5052 eV

Each line ends with the Mulliken charge.
Element x y z (Å)
N  -2.126  0.234  -0.292  -0.410
C  -0.794  0.239  -0.018  0.467
N  -0.264  1.138  0.855  -0.440
N  1.031  0.875  0.909  -0.251
C  1.206  -0.282  0.114  0.641
O  2.434  -0.633  -0.313  -0.466
N  0.062  -0.662  -0.496  -0.585
H  -2.620  1.086  -0.071  0.268
H  -2.408  -0.235  -1.138  0.251
H  1.173  -0.399  1.389  0.163
H  2.306  -1.360  -0.938  0.361

Forces on atoms 1 to 3 (eV/Å):
N -0.010 0.069 -0.078
C -0.054 -0.016 0.031
N -0.041 -0.142 -0.155